Entry 1:
Density functional theory data (the ωB97M-V functional and the def2-TZVPD basis) for a molecular structure, C24H22BrCoF2N4.

Geometry as XYZ:
```
54
Properties=species:S:1:pos:R:3:lowdin_spin:R:1
Br -3.43 0.05 0.01 0.0276
Co -0.74 -0.89 0.01 2.8018
F 0.24 -3.71 1.06 0.1472
F -1.59 -3.01 0.08 0.1583
N -1.00 1.24 -0.02 0.0412
N 1.34 -0.71 0.01 0.0725
N -0.21 -0.84 -2.15 0.0427
N -0.21 -0.83 2.17 0.0342
C -1.02 -0.93 -3.22 0.0035
C 1.99 -0.71 -1.16 0.0106
C 0.83 -0.73 -4.73 -0.0009
C -0.25 -3.28 -0.06 0.5754
C -2.78 2.85 -0.02 0.0018
C 1.99 -0.73 1.17 0.0079
C 1.13 -0.74 -2.37 0.0040
C -2.29 1.56 -0.02 0.0036
C 3.38 -0.72 1.21 0.0019
C 4.07 -0.70 0.01 0.0023
C -1.02 -0.94 3.24 0.0042
C 0.84 -0.80 4.75 0.0007
C 0.58 4.66 -0.05 0.0004
C 3.37 -0.70 -1.19 0.0012
C -0.47 3.58 -0.04 0.0015
C 1.68 -0.74 3.65 0.0015
C -2.49 -1.13 -3.02 0.0007
C -0.52 -0.87 -4.52 0.0020
C -0.52 -0.91 4.54 0.0012
C -1.83 3.87 -0.03 -0.0018
C -0.11 2.24 -0.03 0.0026
C 1.13 -0.76 2.38 0.0033
C 1.67 -0.67 -3.63 0.0012
C -2.50 -1.10 3.04 0.0003
H 3.92 -0.73 2.14 0.0004
H -2.96 -0.14 2.78 0.0000
H -2.70 -1.84 -2.23 0.0002
H 2.74 -0.59 -3.77 0.0003
H -2.97 -0.18 -2.77 -0.0001
H -2.95 -1.49 -3.94 0.0000
H -2.72 -1.82 2.25 -0.0002
H -0.04 -3.90 -0.93 0.0427
H -1.20 -0.99 5.37 0.0002
H 5.15 -0.69 0.01 0.0001
H 3.91 -0.69 -2.13 0.0003
H 0.13 5.65 -0.05 0.0001
H 1.21 4.57 -0.93 0.0000
H 1.22 4.58 0.83 0.0000
H -2.96 -1.45 3.96 0.0000
H 1.24 -0.68 -5.73 -0.0001
H 2.74 -0.68 3.79 0.0003
H -1.21 -0.95 -5.35 0.0003
H 1.25 -0.78 5.75 0.0000
H -2.16 4.90 -0.03 -0.0001
H -3.84 3.05 -0.01 0.0007
H 0.93 1.95 -0.04 0.0003
```

Summary:
<S²>: 6.009
LUMO (alpha / beta), eV: -6.22 / -7.32
Spin multiplicity: 5
Orbital gap (alpha / beta), eV: 8.494 / 7.395
Total charge: +2

=====

Entry 2:
Density functional theory data (the ωB97M-V functional and the def2-TZVPD basis) for 7 unconnected molecules or ions with the total composition C22H56N2O14.

Geometry as XYZ:
```
94
Properties=species:S:1:pos:R:3:mulliken_charge:R:1
O -0.29 -3.57 5.39 -0.5182
O 5.61 -3.87 -3.79 -0.5109
O -6.06 -1.05 -5.17 -0.3378
O -3.56 -7.07 -2.81 -0.2787
O -1.37 5.55 2.37 -0.2609
O 0.92 -0.09 -1.21 -0.3283
O 6.82 5.42 3.50 -0.3384
O -3.60 3.86 2.72 -0.2900
O 6.96 7.53 5.57 -0.2967
O -1.92 -4.86 5.73 -0.5204
O -0.52 -7.02 -3.24 -0.3586
O -3.74 -0.28 -7.11 -0.3736
O 2.74 0.24 1.11 -0.2820
O 7.02 -3.51 -2.22 -0.5228
N 6.04 -3.19 -2.87 0.8515
N -0.91 -4.56 5.11 0.8497
C 5.30 -1.99 -2.47 -0.6696
C -2.57 -7.56 -1.93 -0.5971
C 7.08 8.04 6.88 -0.7729
C -5.49 -1.83 -6.27 -0.4836
C 3.40 -0.04 2.45 -0.7530
C -0.93 -6.60 -4.54 -0.6263
C 1.37 0.40 1.25 -0.3521
C -2.06 5.51 3.69 -0.5641
C -1.15 6.90 1.95 -0.7395
C 5.85 6.35 3.82 -0.6391
C -4.86 -1.10 -7.42 -0.4417
C -0.41 -5.54 4.11 -0.6350
C 5.72 6.90 5.26 -0.3703
C -3.92 0.78 -6.24 -0.6198
C 0.04 -1.20 -1.12 -0.6974
C -2.74 4.08 3.88 -0.4798
C -1.36 -8.05 -2.63 -0.4437
C -4.66 -7.95 -2.97 -0.7321
C 8.19 5.68 3.75 -0.6456
C 0.88 0.84 -0.15 -0.6132
C -4.06 2.53 2.49 -0.7810
C -7.35 -0.48 -5.51 -0.7250
H -3.41 4.03 4.74 0.3693
H 0.87 -0.49 1.62 0.2812
H 5.60 6.02 5.91 0.3023
H -8.10 -1.16 -5.91 0.3038
H 5.95 -1.14 -2.30 0.2735
H -2.09 7.29 1.55 0.3028
H -4.81 1.39 -6.42 0.2510
H 8.70 4.77 3.43 0.2740
H -1.24 -6.24 4.04 0.3046
H -7.20 0.24 -6.31 0.2865
H 0.18 -1.83 -2.00 0.2553
H -4.80 -2.59 -5.89 0.3092
H -1.01 -0.91 -1.12 0.3031
H 5.97 7.15 3.09 0.3681
H 1.49 1.69 -0.48 0.2920
H 7.95 8.69 6.84 0.2383
H -2.86 -8.21 -1.10 0.4742
H 4.87 7.58 5.34 0.4039
H -0.27 -5.02 3.16 0.2509
H -5.18 -8.05 -2.02 0.2996
H -7.83 -0.08 -4.61 0.2633
H -1.27 5.58 4.44 0.3577
H -2.81 6.26 3.95 0.3649
H 0.49 -6.03 4.46 0.2676
H 4.38 -0.41 2.16 0.2340
H -1.62 -8.75 -3.43 0.2956
H -6.31 -2.43 -6.66 0.3825
H -0.48 6.87 1.09 0.2250
H 3.51 0.92 2.95 0.2905
H -1.84 -6.00 -4.51 0.2508
H -4.01 0.39 -5.23 0.2467
H -0.71 -8.61 -1.96 0.3436
H -0.96 -7.43 -5.24 0.2771
H -4.74 2.22 3.29 0.3212
H -0.12 -5.93 -4.83 0.2547
H 2.83 -0.67 3.13 0.3163
H -0.70 7.54 2.70 0.2978
H 8.43 5.79 4.80 0.2154
H 4.77 -2.14 -1.54 0.2833
H -5.65 -0.46 -7.83 0.3181
H -3.31 1.74 2.55 0.2840
H -0.05 1.39 -0.06 0.4112
H 0.35 -1.88 -0.33 0.2644
H 7.36 7.15 7.45 0.3202
H 4.92 5.93 3.44 0.3484
H -4.72 2.35 1.64 0.2927
H 6.17 8.50 7.27 0.2857
H -3.07 1.45 -6.14 0.2899
H -4.41 -8.95 -3.33 0.2975
H -4.55 -1.77 -8.22 0.3304
H -1.97 3.32 3.95 0.2996
H 4.61 -1.74 -3.28 0.2935
H 1.17 1.12 2.05 0.3804
H -5.30 -7.51 -3.72 0.2353
H -2.22 -6.73 -1.32 0.3081
H 8.69 6.55 3.34 0.3065
```

Summary:
LUMO, eV: 0.14
SMILES string: C[N+](=O)[O-].C[N+](=O)[O-].COCCOC.COCCOC.COCCOC.COCCOC.COCCOC
Orbital gap, eV: 9.416

=====

The records above give, respectively, relative energy (zero: lowest compared OMol25 entry of this formula, charge and spin) values of 0.0, 0.0 kJ/mol.